1.
{"formula": "C9H12AsCl2OPtS5", "method": "ωB97M-V/def2-TZVPD", "relative_energy_ev": 0.672, "e_tot_ha": -5691.8978, "total_charge": -1, "elements": ["Pt", "S", "As", "S", "S", "S", "Cl", "C", "Cl", "H", "H", "C", "C", "C", "C", "C", "C", "C", "S", "C", "O", "H", "H", "H", "H", "H", "H", "H", "H", "H", "H"], "positions_angstrom": [[-1.16953, 1.37487, -0.81782], [-5.74446, 1.77583, 0.78065], [-4.33894, 0.55268, -0.13054], [-3.15990, 1.63883, -1.75032], [-2.34187, 0.71426, 0.95847], [-4.88851, -1.37496, -0.72924], [-1.43521, -5.22467, -0.98036], [-2.38782, -3.71096, -0.90017], [-1.60890, -2.47468, 0.06655], [-3.35436, -3.92767, -0.46413], [-2.49732, -3.33572, -1.90929], [1.93635, -2.50336, 0.15063], [1.53211, -1.05579, 0.15696], [1.24537, -0.41109, 1.38645], [0.92592, 0.91335, 1.44412], [0.86502, 1.67934, 0.25274], [1.07055, 1.04144, -0.97913], [1.42799, -0.33193, -0.99973], [0.87035, 3.47255, 0.32494], [2.57732, 3.62715, 0.89777], [0.89887, 3.93977, -1.08793], [1.33094, -3.07995, 0.84932], [2.98600, -2.60764, 0.43726], [1.80386, -2.94424, -0.83616], [1.26882, -0.99281, 2.30016], [0.70272, 1.38527, 2.39400], [1.16388, 1.66567, -1.86648], [1.61910, -0.80622, -1.95457], [3.22757, 3.15194, 0.16431], [2.68024, 3.15692, 1.87505], [2.79384, 4.69183, 0.96649]], "forces_ev_per_angstrom": [[0.3272, 0.2149, -0.2344], [-0.0399, 0.0202, 0.0090], [0.0217, 0.0100, -0.0037], [-0.1691, 0.0324, -0.0693], [-0.1658, -0.1617, 0.2309], [0.0077, 0.0326, 0.0035], [-0.0122, -0.0150, 0.0118], [-0.0358, 0.0651, -0.0589], [0.1716, -0.1104, 0.0418], [0.0149, -0.0367, 0.0147], [-0.0255, 0.0085, -0.0014], [-0.0352, 0.0273, -0.0282], [-0.0228, -0.0066, 0.0091], [0.0200, -0.0250, -0.0031], [0.0420, 0.0974, 0.0481], [-0.1326, -0.0101, 0.0932], [-0.0570, -0.1760, 0.0428], [0.0282, 0.0332, -0.0520], [-0.0009, 0.0306, 0.0002], [0.0040, 0.0060, -0.0338], [0.0010, -0.0060, -0.0049], [-0.0009, 0.0055, 0.0169], [-0.0106, -0.0234, 0.0173], [0.0171, 0.0118, -0.0174], [0.0047, -0.0020, 0.0058], [-0.0060, 0.0034, -0.0061], [0.0597, -0.0215, -0.0365], [-0.0157, -0.0029, -0.0061], [0.0108, 0.0004, 0.0019], [-0.0041, -0.0034, 0.0054], [0.0035, 0.0014, 0.0034]]}

---

2.
{"formula": "C32H38N2O6", "method": "ωB97M-V/def2-TZVPD", "relative_energy_ev": 0.012, "e_tot_ha": -1803.0777, "smiles": "C=CC[C@@H]1C=C[C@H](O/N=C/c2ccc(C(=O)N3[C@H](c4ccc(C)cc4)[C@@H](C)CC[C@H]3C(=O)OC)cc2)[C@@H](CO)O1", "elements": ["C", "C", "C", "C", "C", "C", "C", "O", "N", "C", "C", "C", "C", "C", "C", "O", "N", "C", "C", "C", "C", "C", "C", "C", "C", "C", "C", "C", "C", "C", "C", "O", "O", "C", "C", "C", "C", "C", "O", "O", "H", "H", "H", "H", "H", "H", "H", "H", "H", "H", "H", "H", "H", "H", "H", "H", "H", "H", "H", "H", "H", "H", "H", "H", "H", "H", "H", "H", "H", "H", "H", "H", "H", "H", "H", "H", "H", "H"], "positions_angstrom": [[10.38691, 2.81703, -0.65150], [9.09641, 2.74132, -0.38495], [8.44748, 1.57275, 0.28239], [7.63747, 0.71169, -0.72288], [6.44685, 1.46440, -1.23522], [5.20655, 1.09981, -0.96153], [4.90090, -0.10345, -0.11364], [3.87808, 0.16880, 0.83287], [2.64948, 0.30645, 0.20288], [1.68712, 0.64913, 0.95692], [0.35169, 0.82398, 0.42468], [-0.68943, 1.19768, 1.27521], [-1.97492, 1.33415, 0.79196], [-2.24104, 1.09467, -0.55271], [-3.62113, 1.34449, -1.06302], [-3.83578, 2.29760, -1.79292], [-4.62737, 0.51108, -0.66747], [-4.43010, -0.65780, 0.18870], [-3.15692, -1.38225, -0.17584], [-2.22926, -1.73116, 0.79743], [-1.06410, -2.38730, 0.45565], [-0.79730, -2.72643, -0.86558], [0.49849, -3.38467, -1.22520], [-1.74772, -2.41926, -1.82901], [-2.91498, -1.76065, -1.48968], [-5.59662, -1.66255, 0.05010], [-5.45338, -2.76814, 1.09251], [-6.94936, -0.96925, 0.18195], [-7.06848, 0.09276, -0.90065], [-5.94870, 1.11029, -0.72202], [-6.15704, 1.94789, 0.54039], [-5.36821, 2.02837, 1.44564], [-7.31871, 2.59990, 0.50546], [-7.59336, 3.45205, 1.61077], [-1.19518, 0.79485, -1.42001], [0.08422, 0.64060, -0.93411], [6.14764, -0.50947, 0.68117], [6.01832, -1.91150, 1.28456], [7.14563, -2.24840, 2.04433], [7.28529, -0.53945, -0.15932], [10.81982, 3.67331, -1.13960], [11.06762, 2.02499, -0.38519], [8.43596, 3.55305, -0.65913], [7.77363, 1.92344, 1.06735], [9.20523, 0.92785, 0.73143], [8.29978, 0.45357, -1.55948], [6.66227, 2.33060, -1.84113], [4.34576, 1.64450, -1.31996], [4.57955, -0.93253, -0.76423], [1.83072, 0.82184, 2.02495], [-0.48593, 1.37570, 2.32153], [-2.78022, 1.62730, 1.44944], [-4.38358, -0.33240, 1.23753], [-2.41292, -1.46627, 1.82856], [-0.34228, -2.63115, 1.22170], [0.66010, -4.27394, -0.61792], [1.32312, -2.69778, -1.03582], [0.51620, -3.66834, -2.27427], [-1.56896, -2.68887, -2.86012], [-3.62932, -1.50702, -2.25961], [-5.54005, -2.11259, -0.94679], [-4.50910, -3.29296, 0.97324], [-5.49296, -2.35114, 2.09663], [-6.26314, -3.48647, 0.98803], [-7.75017, -1.70428, 0.08237], [-7.03431, -0.50778, 1.16872], [-6.98071, -0.37170, -1.88460], [-8.02563, 0.61181, -0.84677], [-5.93794, 1.81374, -1.56468], [-7.64628, 2.87121, 2.53391], [-6.80776, 4.20307, 1.71146], [-8.54949, 3.92349, 1.40031], [-1.40136, 0.66527, -2.47150], [0.89950, 0.38081, -1.59023], [6.28501, 0.21771, 1.49479], [5.87254, -2.63238, 0.46678], [5.15799, -1.94486, 1.95467], [7.91784, -2.08083, 1.48933]], "forces_ev_per_angstrom": [[0.1169, 0.1055, -0.0754], [-0.1882, -0.0620, 0.1246], [-0.0898, -0.3436, -0.1855], [0.3274, 0.2144, 0.0363], [0.1145, -0.1735, -0.0078], [-0.1659, -0.1295, 0.1736], [0.3690, -0.1853, -0.5058], [-0.5178, 0.1961, 0.7053], [0.1652, -0.1473, -0.6233], [0.9393, -0.0873, 0.5940], [-0.7044, 0.1345, -0.2942], [0.3611, -0.0331, -0.1243], [-0.1450, 0.0793, -0.2475], [0.4058, 0.5283, 0.2624], [0.1685, 0.1293, -0.2783], [0.1284, 0.1044, -0.0005], [-0.5112, -0.0929, -0.0372], [0.0989, -0.3342, 0.0537], [0.0226, -0.3222, 0.0015], [-0.1120, -0.0646, -0.1247], [-0.0460, -0.0422, -0.0684], [-0.0517, -0.0467, -0.0428], [0.0042, 0.0213, 0.0297], [-0.0090, -0.0965, 0.0397], [-0.1165, -0.1128, 0.1677], [-0.1832, 0.0716, 0.3880], [0.0646, 0.0983, -0.2740], [0.1021, -0.0665, -0.4116], [0.0138, 0.0117, 0.2701], [-0.1279, 0.2755, -0.3131], [0.1438, -0.0464, -0.1537], [0.0075, 0.0758, 0.1361], [-0.1605, -0.1239, -0.3162], [0.0745, 0.1711, 0.3608], [-0.1026, 0.0968, 0.0860], [-0.0128, 0.0534, 0.1518], [-0.5712, -0.2885, 0.3571], [-0.1696, 0.4138, -0.3516], [0.4501, -0.0447, 0.1953], [-0.1971, -0.1089, 0.0206], [0.0298, 0.1850, -0.1129], [0.1018, -0.2038, 0.1007], [-0.0032, 0.1785, -0.0886], [0.0209, -0.0512, 0.0499], [-0.0084, 0.0043, 0.0158], [-0.0757, 0.1175, 0.1118], [-0.0502, 0.1700, -0.0911], [-0.0360, 0.1250, -0.1218], [0.0030, 0.0761, 0.1776], [0.1484, -0.0175, -0.0192], [0.0321, 0.0185, 0.1182], [-0.1197, -0.0095, 0.0793], [-0.0008, -0.0811, -0.0474], [-0.0176, 0.0829, 0.1112], [0.1036, -0.0217, 0.1040], [0.0673, -0.0747, -0.0022], [0.1329, 0.0067, -0.0285], [0.0539, -0.0429, -0.0654], [0.0437, -0.0279, -0.1154], [-0.0921, 0.0491, -0.1017], [0.0210, 0.0660, -0.0223], [0.0443, -0.1058, 0.0579], [-0.0066, 0.0405, 0.1624], [-0.0764, -0.0750, 0.0202], [-0.0164, -0.0121, 0.0856], [-0.0518, -0.0198, 0.1381], [0.0047, 0.0480, -0.0349], [0.0324, -0.0073, -0.0772], [-0.0608, -0.1642, 0.2458], [-0.0092, 0.0652, -0.0682], [-0.0838, -0.0452, 0.0036], [0.0450, -0.0328, -0.0018], [-0.0041, -0.0248, -0.0988], [0.0563, -0.0458, -0.1158], [0.0086, -0.0704, -0.0522], [-0.0884, 0.0883, 0.0314], [-0.0057, 0.0147, -0.1164], [-0.0390, -0.0314, 0.0502]]}